(1)
58
Properties=species:S:1:pos:R:3 method="wB97M-V/def2-TZVPD" charge=0 smiles=BrCCBr.BrCCBr.CC#N.CC#N.CC#N.CC#N.CC#N.CC#N.CC#N total_energy_ha=-11382.53457 multiplicity=1 e_above_lowest_kcal_mol=5.25 homo_lumo_gap_ev=10.48 homo_energy_ev=-10.371
Br 10.812 9.018 8.341
Br 16.745 13.941 8.180
Br 18.809 10.905 6.551
Br 13.272 12.746 6.750
N 15.781 8.896 10.876
N 17.285 5.525 4.286
N 7.688 6.959 7.139
N 11.123 11.525 11.813
N 13.882 7.386 13.372
N 4.919 9.548 10.374
N 8.490 12.131 8.464
C 11.764 11.474 7.003
C 11.953 8.176 11.808
C 17.266 10.982 7.658
C 6.958 9.455 7.034
C 6.518 7.514 10.535
C 5.616 8.658 10.418
C 17.163 8.266 13.021
C 18.625 6.965 6.007
C 13.687 11.991 11.391
C 12.229 11.708 11.589
C 17.866 6.058 5.135
C 12.988 7.769 12.760
C 7.399 8.060 7.098
C 12.270 10.292 7.819
C 7.848 12.186 10.965
C 16.491 8.644 11.778
C 17.076 12.071 8.751
C 8.173 12.192 9.544
H 19.674 6.945 5.622
H 17.277 10.030 8.196
H 7.797 10.092 6.855
H 6.396 7.033 11.504
H 6.421 9.868 7.920
H 8.488 11.562 11.575
H 11.481 7.329 11.233
H 16.161 11.881 9.348
H 11.100 12.115 7.571
H 16.403 11.038 6.991
H 7.502 7.870 10.500
H 17.013 9.055 13.804
H 17.979 12.059 9.369
H 11.143 8.632 12.381
H 12.693 10.697 8.759
H 18.487 6.842 7.073
H 7.899 13.181 11.374
H 18.373 7.975 5.724
H 6.449 6.822 9.694
H 12.967 9.715 7.281
H 6.849 11.763 11.041
H 11.402 11.244 6.034
H 16.707 7.313 13.312
H 14.115 11.088 10.981
H 18.203 8.288 12.709
H 14.125 12.217 12.385
H 12.368 8.859 11.046
H 13.745 12.803 10.674
H 6.238 9.583 6.201



(2)
71
Properties=species:S:1:pos:R:3 method="wB97M-V/def2-TZVPD" charge=+1 total_energy_ha=-3727.36498 multiplicity=1 homo_lumo_gap_ev=7.81 homo_energy_ev=-12.411
S -4.320 3.820 1.211
S -1.546 -5.188 2.862
S -0.705 -6.249 -5.940
P 3.621 -0.443 -1.724
F 2.752 6.113 2.171
O -1.711 -5.179 1.451
O -1.633 1.867 0.327
O -0.421 -4.112 3.261
O 0.789 -5.986 -6.457
O -1.296 -6.384 3.574
O -0.896 -4.860 -5.162
O -4.764 3.438 2.499
O 1.179 -2.841 -2.488
O -1.589 -6.265 -7.047
O -0.668 -7.306 -4.996
O -2.791 -4.427 3.515
O -5.538 4.442 0.385
O -0.695 1.119 2.192
O -3.460 5.169 1.349
O -3.612 2.911 0.378
O 1.360 -1.706 -0.543
O 5.033 0.324 -2.117
N 3.360 1.956 -0.351
N 4.108 -1.634 -0.571
C -3.956 6.153 0.427
C 0.809 -2.724 -1.362
C -0.201 -3.586 -0.663
C 2.956 5.045 3.022
C 0.999 3.978 1.707
C 2.836 2.951 0.386
C -2.344 -3.325 4.314
C -0.582 1.554 1.076
C -5.441 5.873 0.347
C 0.821 1.693 0.532
C -1.050 -2.887 3.663
C 1.542 2.848 0.853
C 0.564 -0.542 -0.571
C 1.775 4.071 3.041
C 0.379 -4.228 -4.983
C 1.387 0.669 -0.235
C 2.698 0.831 -0.674
C 1.170 -4.628 -6.210
H -5.890 6.255 -0.566
H -5.973 6.277 1.209
H 3.472 3.800 0.592
H 5.602 0.383 -1.331
H -2.179 -3.683 5.332
H -3.094 -2.539 4.323
H -0.215 -0.635 0.196
H -1.352 2.309 -0.488
H 0.340 -4.321 -0.069
H 0.891 -4.029 -7.080
H 1.100 4.274 3.870
H 3.117 5.419 4.034
H -3.468 5.997 -0.538
H 2.243 -4.560 -6.055
H -0.070 3.861 1.877
H 5.126 -1.690 -0.532
H -0.839 -4.028 -1.422
H 2.186 3.078 3.242
H 0.023 -0.404 -1.515
H 3.830 -1.354 0.367
H 3.878 4.521 2.752
H -0.786 -2.962 0.013
H 0.830 -4.620 -4.074
H -0.403 -2.335 4.339
H -1.238 -2.287 2.768
H -3.734 7.153 0.787
H 1.118 4.882 1.105
H 4.310 2.062 -0.695
H 0.258 -3.154 -4.890



(3)
61
Properties=species:S:1:pos:R:3 method="wB97M-V/def2-TZVPD" charge=-1 total_energy_ha=-7108.36145 multiplicity=1 e_above_lowest_kcal_mol=124.38 homo_lumo_gap_ev=3.21 homo_energy_ev=-1.078
In -13.269 -8.242 9.692
Se -16.185 -5.724 9.530
Se -15.879 -7.611 8.228
S -12.070 -10.475 9.310
S -11.853 -8.266 7.413
O -20.165 -6.060 9.486
O -11.030 -7.581 14.536
O -11.287 -10.817 6.844
O -18.224 -8.852 11.869
O -12.360 -6.372 10.239
O -8.831 -4.136 12.662
N -14.367 -8.658 11.490
N -10.074 -5.794 13.510
N -11.536 -7.145 12.286
C -11.294 -10.597 5.419
C -17.351 -8.456 9.293
C -9.741 -4.899 10.072
C -9.739 -4.916 12.506
C -18.322 -7.510 9.966
C -14.126 -8.768 12.653
C -8.755 -6.035 9.874
C -12.431 -3.623 12.490
C -10.675 -4.982 11.284
C -10.924 -6.961 13.479
C -17.572 -6.421 10.732
C -13.914 -8.786 14.051
C -19.127 -6.803 8.859
C -14.786 -7.692 14.800
C -11.581 -6.230 11.298
C -11.617 -3.727 11.247
C -19.188 -8.293 10.958
C -11.679 -9.917 7.708
H -12.754 -2.661 12.713
H -11.828 -3.858 13.399
H -12.897 -8.559 14.326
H -10.319 -4.916 9.143
H -10.485 -9.932 5.064
H -18.548 -8.860 12.754
H -18.261 -5.576 10.972
H -12.273 -10.128 5.127
H -12.259 -3.793 10.336
H -19.942 -7.699 11.493
H -8.179 -5.959 8.916
H -16.778 -9.067 10.005
H -20.878 -5.924 8.871
H -18.519 -6.180 8.197
H -15.245 -7.047 14.065
H -9.337 -6.948 9.814
H -16.991 -6.777 11.588
H -13.305 -4.270 12.512
H -10.955 -2.859 11.055
H -19.522 -7.647 8.191
H -7.949 -6.210 10.652
H -14.162 -6.905 15.346
H -15.571 -8.124 15.424
H -11.201 -11.611 4.979
H -19.688 -9.154 10.398
H -9.404 -5.785 14.274
H -9.288 -3.886 10.096
H -17.867 -9.056 8.522
H -14.188 -9.794 14.400



(4)
50
Properties=species:S:1:pos:R:3 method="wB97M-V/def2-TZVPD" charge=+2 total_energy_ha=-843.86066 multiplicity=1 e_above_lowest_kcal_mol=12.49 homo_lumo_gap_ev=7.63 homo_energy_ev=-14.868
La -0.327 -0.327 -0.040
N 1.150 -1.282 1.712
N 0.728 0.254 3.396
C 2.819 -2.747 3.433
C -2.563 -2.291 -0.720
C -1.774 2.747 -1.029
C 1.376 -0.878 3.003
C 0.683 3.077 0.973
C 1.887 -2.343 1.241
C 0.582 2.090 -0.139
C -3.808 -2.790 -1.480
C 1.231 0.615 -1.799
C 2.673 -3.117 2.088
C -2.864 -1.116 0.218
C 2.066 -0.318 -2.607
C 1.633 1.217 -0.565
C 2.196 -1.594 3.886
C -0.913 0.673 -3.286
C 2.982 1.113 0.050
C -0.481 2.010 -1.100
C -0.080 1.102 -2.128
H 0.936 0.616 4.318
H -3.067 -0.166 -0.317
H -1.958 0.477 -3.003
H 3.169 -4.001 1.687
H -4.250 -2.013 -2.124
H -0.304 3.404 1.324
H -2.108 -0.949 1.072
H 0.325 0.914 2.722
H 3.440 0.130 -0.110
H -2.637 2.097 -1.227
H 1.462 -0.955 -3.266
H 1.217 3.980 0.627
H -4.583 -3.114 -0.774
H 2.745 0.269 -3.247
H 3.640 1.864 -0.414
H -1.922 3.200 -0.043
H -2.187 -3.129 -0.124
H -0.518 -0.235 -3.756
H -3.763 -1.341 0.823
H -1.774 -2.087 -1.467
H 2.310 -1.198 4.907
H 1.243 2.690 1.837
H 1.796 -2.536 0.166
H 2.972 1.308 1.129
H -0.938 1.454 -4.060
H 2.694 -0.970 -1.982
H 3.418 -3.357 4.115
H -3.566 -3.651 -2.119
H -1.815 3.563 -1.767



(5)
49
Properties=species:S:1:pos:R:3 method="wB97M-V/def2-TZVPD" charge=+1 total_energy_ha=-812.51781 multiplicity=1 e_above_lowest_kcal_mol=19.40 homo_lumo_gap_ev=7.65 homo_energy_ev=-11.527
N -0.839 1.964 -1.605
N 1.889 -1.451 0.308
C -1.967 4.505 -2.532
C -0.838 -1.779 1.575
C -1.868 -3.068 3.891
C -1.887 -1.195 2.341
C -0.225 -2.943 2.102
C 3.002 -1.961 2.506
C -0.392 -1.185 0.320
C -1.631 3.394 -3.514
C -0.725 0.148 0.012
C -1.191 3.011 -0.642
C -2.310 3.921 -1.164
C 2.485 -0.899 1.535
C -0.442 0.741 -1.225
C -0.583 2.414 -2.987
C 2.683 -2.278 -1.936
C -2.439 -1.880 3.426
C -0.729 -3.561 3.244
C 2.560 -1.106 -0.972
H 3.459 -1.459 3.372
H -1.325 0.721 0.736
H 3.275 -0.191 1.251
H 0.019 0.140 -2.015
H 2.173 -2.582 2.881
H -2.822 5.085 -2.894
H 3.753 -2.617 2.038
H -1.505 2.561 0.303
H -1.112 5.186 -2.430
H -0.292 3.626 -0.438
H -2.540 2.839 -3.765
H 1.792 -2.918 -1.931
H 3.546 -0.663 -0.748
H 0.411 2.894 -3.036
H 3.561 -2.897 -1.713
H 1.732 -0.305 2.074
H -0.550 1.530 -3.635
H -2.481 4.714 -0.426
H -2.295 -3.586 4.753
H -3.244 3.340 -1.225
H 2.795 -1.868 -2.946
H 1.804 -2.463 0.399
H 1.975 -0.306 -1.463
H 0.632 -3.376 1.575
H -2.347 -0.247 2.035
H -1.273 3.820 -4.452
H -0.152 -1.867 -0.542
H -0.222 -4.441 3.632
H -3.315 -1.466 3.927



(6)
52
Properties=species:S:1:pos:R:3 method="wB97M-V/def2-TZVPD" charge=0 total_energy_ha=-1017.44751 multiplicity=1 e_above_lowest_kcal_mol=392.43 homo_lumo_gap_ev=7.59 homo_energy_ev=-7.191
O 0.109 -1.936 -6.351
O -0.875 -0.456 -0.247
N -0.570 1.815 0.291
N 0.531 0.509 3.654
N -0.207 1.025 -1.941
C -0.497 -1.008 -3.074
C 0.803 0.962 2.367
C 0.092 -1.041 -5.365
C 0.121 -0.938 3.837
C 0.570 -1.282 -7.596
C 0.357 1.310 4.847
C 0.313 -1.855 2.822
C -0.567 0.940 -0.601
C 0.322 0.471 -5.394
C 1.836 1.555 5.532
C -1.512 -0.837 4.170
C -0.543 1.645 1.734
C -1.768 0.500 4.808
C -0.389 -1.722 -4.286
C 0.423 1.032 -4.255
C 0.145 0.420 -3.110
C -1.036 0.982 5.701
C 0.636 -2.430 -8.736
H 0.085 2.021 -2.076
H 1.444 2.011 2.348
H 0.245 2.577 0.024
H 1.471 -0.971 -7.615
H -0.507 -2.858 -8.852
H -1.449 0.616 1.895
H -0.710 -1.706 -2.169
H 1.165 -3.251 -8.469
H -2.175 1.480 4.067
H 1.184 0.302 1.627
H -2.079 -1.003 3.279
H 2.425 1.904 4.925
H -1.074 1.978 6.345
H -2.792 0.501 5.434
H 0.060 -1.681 1.779
H -2.008 -1.532 4.788
H -0.038 -0.348 -7.929
H -0.932 2.417 2.165
H 0.811 0.897 -6.203
H -0.436 0.508 6.392
H 2.036 0.618 6.074
H 0.910 -2.122 -9.869
H 0.000 -2.944 3.045
H 0.234 2.399 4.383
H 1.551 -1.827 2.767
H -0.542 -2.704 -4.235
H 1.531 2.187 6.434
H 0.692 -1.242 4.879
H 0.602 2.109 -4.041



(7)
53
Properties=species:S:1:pos:R:3 method="wB97M-V/def2-TZVPD" charge=0 smiles="COCCCNC(=S)N[C@@H]1C[C@H]2CCC[C@@H](C1)N2Cc1ccco1" total_energy_ha=-1416.20392 multiplicity=1 e_above_lowest_kcal_mol=16.99 homo_lumo_gap_ev=8.48 homo_energy_ev=-7.813
S -1.960 2.753 0.225
O 1.561 -2.758 0.895
O -2.768 -1.406 0.564
N -0.787 0.731 -0.991
N -3.072 0.803 -1.163
N 3.170 0.065 0.242
C 2.273 0.521 1.282
C -4.842 -0.103 0.295
C 0.510 1.149 -0.491
C 1.576 0.799 -1.526
C 2.243 -2.253 -0.156
C 3.517 2.264 -0.657
C 1.693 -2.710 -1.320
C -4.369 1.061 -0.587
C -1.938 1.348 -0.652
C 0.791 0.494 0.866
C 3.413 -1.354 0.128
C 0.573 -3.525 0.409
C 2.766 1.906 1.723
C 3.008 0.846 -0.963
C 2.859 2.899 0.567
C -3.726 -0.597 1.224
C 0.602 -3.535 -0.951
C -3.142 -2.753 0.427
H -4.272 1.972 0.009
H 4.590 2.181 -0.471
H 1.496 1.472 -2.381
H 3.456 3.759 0.882
H 3.848 -1.680 1.080
H 2.031 -2.502 -2.316
H -2.970 -0.115 -1.577
H -2.308 -3.256 -0.061
H -0.055 -4.065 -1.610
H -5.092 1.241 -1.390
H -4.043 -2.875 -0.186
H -3.169 0.258 1.616
H -5.177 -0.931 -0.335
H 3.762 1.771 2.152
H 2.383 -0.158 2.137
H -0.068 -4.006 1.120
H 0.431 2.231 -0.374
H 1.389 -0.218 -1.880
H -4.156 -1.151 2.069
H 2.111 2.301 2.501
H 0.456 -0.544 0.818
H 3.671 0.421 -1.728
H 3.374 2.901 -1.532
H 4.158 -1.496 -0.660
H -0.850 -0.229 -1.303
H -3.322 -3.214 1.405
H -5.691 0.228 0.893
H 1.871 3.280 0.319
H 0.191 0.992 1.629



(8)
78
Properties=species:S:1:pos:R:3 method="wB97M-V/def2-TZVPD" charge=0 total_energy_ha=-8104.66266 multiplicity=1 homo_lumo_gap_ev=1.42 homo_energy_ev=-5.430
Cs -4.323 -2.250 8.412
I -6.448 4.918 -0.960
I -7.723 2.187 3.248
Br -6.423 4.623 2.297
Ca 3.177 -0.035 2.683
Cl 2.410 1.679 -0.683
Cl 0.249 3.658 -0.334
P 3.478 5.954 0.888
P -4.426 4.003 0.117
Al -2.523 -0.903 6.915
Al -1.323 -5.451 -3.155
F -0.011 -4.949 -2.028
F -1.726 -4.081 -4.254
F -2.784 -5.911 -2.209
F -0.770 -6.860 -4.131
O 4.158 7.288 1.234
O -2.949 -0.504 4.540
O 1.956 6.095 1.058
O 3.797 5.577 -0.568
O -4.411 0.688 5.638
O 3.998 4.854 1.828
O 5.058 0.485 -2.785
O -6.001 -0.285 2.794
O -2.869 1.505 4.328
O -4.505 -4.040 -0.734
O -4.806 3.798 1.810
N -4.557 1.258 0.505
N -4.091 -1.278 0.391
N 3.946 -3.392 0.925
N -2.176 0.249 0.784
C 6.122 1.060 -3.539
C 5.020 -4.499 -0.932
C -3.683 0.024 0.535
C 3.992 -5.802 0.803
C 5.594 2.242 -4.336
C 4.694 -5.741 -0.396
C -2.572 1.999 -1.013
C -3.462 0.569 4.878
C 1.090 -0.452 0.598
C 4.629 -3.364 -0.240
C -4.180 2.212 -0.607
C -6.465 0.772 2.113
C 3.642 -4.612 1.420
C -0.191 1.979 0.397
C 7.237 1.482 -2.594
C 0.743 0.854 -0.343
C -6.035 0.938 0.534
C -1.799 1.663 0.393
H 4.785 1.925 -5.002
H -2.407 1.075 -1.727
H -1.726 -0.472 0.153
H 4.863 -2.371 -0.615
H 6.387 2.697 -4.939
H 5.177 3.007 -3.672
H 1.591 -1.251 -0.131
H 7.599 0.623 -2.018
H 6.877 2.220 -1.869
H -5.179 -4.442 -0.166
H 1.931 -0.173 1.392
H -2.222 2.976 -1.555
H -3.424 -2.005 -0.003
H 0.130 2.054 1.544
H -5.036 -1.661 0.685
H 0.315 0.565 -1.395
H 6.493 0.289 -4.224
H 3.091 -4.607 2.356
H 4.984 -6.653 -0.910
H -6.352 0.000 -0.095
H 4.723 1.162 -2.174
H 0.168 -0.921 1.145
H 5.565 -4.417 -1.865
H -3.985 3.512 2.311
H -4.184 -4.778 -1.275
H 8.078 1.914 -3.145
H -2.279 2.384 1.216
H -6.667 1.851 0.104
H 3.724 -6.754 1.247
H -4.782 2.048 -1.600